Record 1
DFT (ωB97M-V/def2-TZVPD) results for C34H34BrN4OReTe as an isolated structure.

Element x y z (Å)
N1 0.14 1.74 -0.70
C1 3.36 3.25 -1.76
C2 -1.38 -2.27 -4.06
H1 -6.09 -0.35 0.61
H2 -2.76 -0.30 0.91
H3 4.45 0.42 -0.26
H4 2.20 -6.76 -0.62
C3 1.03 4.10 -1.89
H5 -5.40 1.98 1.27
H6 -0.47 -1.91 -4.52
C4 -3.72 -3.24 -2.88
C5 -3.66 -3.02 -4.26
C6 -2.62 -2.97 -2.08
H7 -1.16 -5.77 1.86
C7 1.97 3.12 -1.53
H8 3.55 -0.51 1.35
H9 -5.36 0.86 2.62
H10 -2.67 -3.16 -1.02
C8 -6.10 1.89 -1.60
C9 0.24 -2.87 3.33
C10 -1.46 -2.49 -2.69
H11 -3.21 1.50 -2.64
H12 0.57 -7.38 1.13
Te1 0.30 -2.16 -1.62
H13 -4.52 -3.25 -4.88
H14 5.28 2.37 -1.51
H15 -5.19 0.23 -2.66
C11 0.52 -6.40 0.68
C12 -5.04 -0.09 0.72
H16 4.00 -2.05 2.94
H17 -1.04 4.68 -1.81
C13 -0.71 2.73 -1.01
H18 -0.82 -3.08 3.45
H19 -6.39 -0.25 -1.49
C14 -4.90 1.10 1.67
C15 4.22 2.28 -1.33
C16 -2.50 -2.54 -4.84
H20 -3.85 1.36 1.86
H21 -4.56 -0.98 1.11
H22 -4.62 -3.64 -2.44
H23 -6.75 2.08 -2.46
C17 -5.58 0.46 -1.67
O1 -0.33 -1.46 1.54
Re1 -0.27 -0.13 0.14
C18 2.48 -0.71 1.29
C19 -0.46 -5.49 1.09
N2 -2.33 -0.06 0.02
H24 1.36 5.01 -2.37
H25 -1.75 2.54 -0.80
C20 2.55 -3.17 4.02
H26 0.86 -4.13 4.94
C21 1.50 1.96 -0.89
H27 -5.28 2.61 -1.62
H28 -3.18 -0.22 -3.02
C22 1.18 -3.45 4.16
Br1 3.79 -3.99 5.14
H29 -1.27 -3.52 0.85
C23 -2.82 0.53 -2.32
H30 -2.45 -2.39 -5.92
H31 3.74 4.13 -2.26
C24 0.63 -1.99 2.35
C25 1.38 -4.80 -0.90
C26 2.95 -2.29 3.05
C27 3.74 1.16 -0.61
C28 1.99 -1.68 2.19
H32 2.10 -4.53 -1.67
N3 1.78 -0.01 0.43
C29 -0.30 3.92 -1.59
C30 0.39 -3.92 -0.48
C31 2.40 1.01 -0.37
H33 -1.73 0.55 -2.38
C32 1.44 -6.05 -0.30
C33 -3.26 0.21 -0.93
H34 -6.69 2.06 -0.70
C34 -0.53 -4.24 0.51
N4 -4.54 0.17 -0.65

Calculated values
charge: +3
electronic energy: -123259.4515 eV
strongest force on any atom: 0.016 Eh/bohr
multiplicity: 4



Record 2
DFT (ωB97M-V/def2-TZVPD) results for C34H34GaGeN5O6S2Si as an isolated structure in a non-equilibrium geometry.

Element x y z (Å)
H1 -3.90 -3.62 2.01
Ga1 0.87 0.26 -0.47
H2 1.89 3.26 -1.17
H3 1.49 0.18 4.93
C1 -3.16 -2.82 1.91
C2 -0.03 -1.09 1.68
H4 -1.08 -5.61 1.97
C3 -0.30 3.45 4.06
C4 -3.03 0.85 -0.91
H5 0.62 5.13 0.71
H6 -0.89 2.33 -4.11
O1 6.99 -4.63 -1.50
H7 -3.23 3.14 1.57
C5 1.67 4.44 -2.94
H8 1.14 6.25 2.84
H9 1.14 5.55 -4.69
H10 2.73 4.55 -3.09
H11 2.03 1.23 2.72
C6 -1.07 4.17 -2.53
H12 -2.32 0.42 -1.61
C7 2.62 -3.65 -2.76
H13 -0.46 -4.43 0.84
H14 -2.14 4.09 -2.35
C8 -4.83 1.89 0.90
C9 3.76 -2.15 -1.26
C10 3.76 -0.88 -0.43
O2 2.63 -0.22 -0.46
Ge1 -0.75 2.53 -0.06
C11 -0.40 -1.75 2.86
H15 3.75 -5.35 -3.48
H16 -2.50 -4.66 4.65
C12 2.63 -2.51 -1.97
C13 -1.87 -3.78 4.61
C14 4.89 -2.95 -1.34
C15 -3.53 2.35 0.89
H17 -0.64 -1.63 -3.25
N1 -1.18 -0.82 -3.57
C16 -0.62 2.83 2.86
Si1 -1.54 -3.29 2.80
H18 -5.53 2.30 1.62
C17 4.87 -4.09 -2.14
C18 0.77 5.01 -3.84
H19 -3.61 -1.92 2.31
H20 -0.55 2.97 4.99
O3 0.46 -3.20 -3.34
N2 1.41 -3.96 -3.48
C19 1.34 0.40 2.81
H21 0.42 -4.78 2.32
H22 -0.11 -1.71 4.97
S1 -0.56 -1.56 0.11
C20 0.36 4.66 1.65
C21 1.19 3.73 -1.85
C22 0.15 -1.25 4.03
S2 0.94 0.67 -2.99
C23 -0.57 -4.66 1.89
H23 -1.28 5.34 -4.32
H24 -1.13 1.87 2.86
O4 4.73 -0.53 0.18
H25 -2.17 1.28 -4.64
C24 -0.64 0.38 -3.60
O5 1.40 -4.94 -4.18
H26 -3.00 -2.66 0.85
H27 -2.38 -2.99 5.16
H28 5.79 -2.70 -0.80
H29 -6.25 0.55 0.03
C25 -4.33 0.38 -0.90
O6 6.02 -5.87 -2.97
H30 -0.95 -4.02 5.14
C26 1.04 -0.19 4.02
H31 1.73 -1.91 -1.91
H32 0.61 5.15 4.98
C27 0.66 5.28 2.85
C28 -0.28 3.42 1.65
N3 0.79 -0.03 1.68
C29 -5.24 0.91 0.01
N4 -1.30 1.41 -4.13
H33 -2.07 -1.00 -4.00
C30 -0.17 3.59 -1.64
H34 -4.65 -0.38 -1.59
C31 -2.62 1.84 -0.03
C32 -0.59 4.88 -3.63
N5 6.06 -4.93 -2.21
C33 3.74 -4.46 -2.86
C34 0.35 4.67 4.05

Calculated values
charge: +1
electronic energy: -193977.6969 eV
strongest force on any atom: 0.027 Eh/bohr
multiplicity: 2